The following is a quantum chemistry calculation of a structure of composition C5H7NO, from the OMol25 dataset.

Properties
- 2S+1: 1
- Frontier orbital gap: 9.4 eV
- ΔE to the lowest compared entry with this formula, charge and spin: 485.10 kJ/mol
- E: -8831.1751 eV

Atoms and positions in Å:
O  -1.00694  0.15110  -2.05850
N  -0.30164  -0.53280  1.39999
C  1.04233  -0.63104  0.87023
C  -0.40821  -1.58512  -1.75554
C  -0.44878  -0.38856  -1.06881
C  0.02154  1.72247  0.26161
C  0.03105  0.21854  0.18008
H  -0.98609  2.11502  0.09738
H  1.81319  -0.14079  1.45829
H  1.35047  -1.54403  0.36330
H  -1.30130  -2.21145  -1.69186
H  0.68616  2.15521  -0.49234
H  0.35760  2.03361  1.25399
H  -0.84939  -1.36214  1.18220

Atoms 1-6, force components in eV/Å:
O 0.1 0.0 0.1
N -0.2 -0.2 0.1
C 0.3 -0.1 0.0
C -0.1 0.1 0.0
C 0.0 -0.1 -0.1
C 0.0 0.0 0.0